[1]
This record from the OMol25 dataset describes a cluster of 16 separate species, C20H53F22N13O33P2S10 in total at a distorted geometry. The level of theory is ωB97M-V/def2-TZVPD.

Calculated values
**Charge**: -4
**LUMO energy**: 5.08 eV
**Multiplicity**: 1

Atoms and positions in Å:
C: -0.39762 0.39112 -0.60770
C: -1.03216 -0.29180 0.65002
O: -2.20669 -0.98596 0.42498
H: -1.17044 0.94713 -1.13848
H: -0.11518 -0.39909 -1.30332
H: 0.41800 1.03424 -0.27717
H: -1.18248 0.49770 1.38636
H: -0.31162 -1.00114 1.05716
C: 4.75580 1.82065 6.32625
C: 3.28630 1.53277 6.28550
O: 2.63862 1.53712 7.31037
N: 2.69858 1.10538 4.89513
H: 3.34950 1.41027 4.18559
H: 2.73174 0.09666 4.85691
C: 1.28522 1.68809 4.75194
H: 4.88491 2.67978 5.66797
H: 5.38142 1.04620 5.88249
H: 5.22817 1.89749 7.30557
H: 1.05202 2.68077 5.13705
H: 0.58728 1.01982 5.25631
H: 1.05093 1.58490 3.69242
C: 3.98378 0.43869 -0.47943
C: 3.50871 -1.00513 -0.60304
O: 2.46312 -1.31994 -1.14564
N: 4.22280 -2.11608 0.14664
H: 4.57135 -1.92649 1.07543
H: 3.58142 -2.88311 0.28947
C: 5.47471 -2.37857 -0.64448
H: 5.07339 0.43546 -0.45069
H: 3.75012 0.88193 0.48857
H: 3.74194 1.05089 -1.34824
H: 6.09187 -1.48364 -0.56501
H: 5.25381 -2.71447 -1.65764
H: 5.95916 -3.16222 -0.06199
C: -2.46180 -6.17863 -0.64081
C: -1.98139 -4.90323 0.04257
O: -2.01707 -4.71006 1.24387
N: -1.51786 -3.75792 -0.82481
H: -2.08563 -3.73392 -1.65977
H: -1.83005 -2.89302 -0.40696
C: -0.00289 -3.68928 -1.09305
H: -2.08833 -6.28818 -1.65897
H: -3.55041 -6.15974 -0.58915
H: -1.95455 -6.98134 -0.10562
H: 0.39416 -3.23174 -0.18691
H: 0.01725 -2.98525 -1.92494
H: 0.56448 -4.61006 -1.22857
C: -4.54169 1.86351 0.11287
C: -4.78779 1.23653 -1.28438
O: -5.70166 1.57058 -2.00192
N: -3.88536 0.10260 -1.68093
H: -3.21485 -0.04174 -0.93953
H: -4.34902 -0.78578 -1.55489
C: -3.30798 0.13756 -3.12776
H: -4.78758 1.23136 0.96611
H: -5.15901 2.76006 0.16964
H: -3.47777 2.08781 0.18943
H: -3.97334 -0.23450 -3.90685
H: -2.41731 -0.49020 -3.10092
H: -3.08491 1.18166 -3.34729
C: -3.06328 5.59237 -0.79140
C: -2.17544 4.49286 -1.34720
O: -2.50881 3.39138 -1.77500
N: -0.65276 4.70639 -1.21528
H: -0.26482 4.41234 -2.10023
H: -0.44604 5.69356 -1.26874
C: -0.14260 4.01670 0.08396
H: -3.56604 6.17368 -1.56433
H: -2.68823 6.22831 0.01046
H: -3.94625 5.13637 -0.34357
H: -0.45995 3.01718 0.38121
H: -0.40314 4.72358 0.87171
H: 0.92165 3.85304 -0.08536
C: -3.45890 0.51676 4.02901
C: -3.35588 -1.01357 4.08197
O: -2.77272 -1.60577 5.00633
N: -3.78795 -1.75905 2.79602
H: -4.61301 -1.29151 2.44849
H: -3.07319 -1.51950 2.12384
C: -4.12367 -3.20432 3.10693
H: -3.14813 0.98539 4.96277
H: -4.52589 0.73398 4.07858
H: -3.00243 0.93085 3.12999
H: -4.59805 -3.63388 2.22459
H: -4.87382 -3.10777 3.89183
H: -3.17279 -3.69408 3.31684
P: -1.62103 4.57202 3.72547
F: -0.93370 3.26201 2.97452
F: -0.89414 4.12160 5.06330
F: -0.35895 5.46289 3.20530
F: -2.01910 5.90115 4.63123
F: -2.43328 5.21010 2.45072
F: -2.93450 3.66741 4.09966
P: 3.27403 -5.62038 0.29666
F: 3.27892 -6.46677 1.67731
F: 4.83866 -5.11061 0.45083
F: 3.69970 -6.91495 -0.60546
F: 3.20909 -4.83466 -1.13550
F: 1.71374 -6.03430 0.09816
F: 2.85281 -4.24824 1.11547
N: 3.79153 -0.82990 -6.16154
S: 2.96679 -0.84816 -4.88933
O: 3.65095 -0.43472 -3.70847
O: 1.81319 -1.75104 -4.65463
F: 2.20358 0.51260 -5.36509
S: 4.13971 -2.55286 -5.98737
O: 3.40206 -3.45609 -6.89392
O: 4.49400 -3.15104 -4.70432
F: 5.61230 -2.42632 -6.66176
N: 0.61937 4.12963 -3.51090
S: 1.89645 3.32185 -3.44310
O: 2.72920 3.21939 -4.62883
O: 1.91005 2.20236 -2.46236
F: 2.71886 4.46061 -2.61060
S: -0.20739 3.04136 -4.51317
O: -0.56122 1.73474 -3.98471
O: -0.04872 3.06154 -5.93016
F: -1.61105 3.72280 -4.38841
N: 4.33554 5.85162 1.18310
S: 3.37361 5.36166 2.26035
O: 2.82052 4.01961 2.00382
O: 2.67821 6.32174 3.14530
F: 4.49465 5.02068 3.37276
S: 3.13785 6.77708 0.37319
O: 3.05602 8.18768 0.84192
O: 1.95311 6.04884 -0.03589
F: 3.86483 6.97520 -1.09627
N: 2.67658 -1.44026 4.68019
S: 3.69020 -2.48986 4.31488
O: 4.30757 -2.51589 3.00547
O: 3.40477 -3.82500 4.82885
F: 4.82956 -2.08735 5.34206
S: 1.67669 -1.96438 3.34663
O: 1.11600 -3.30057 3.32159
O: 2.06466 -1.38061 2.09476
F: 0.35886 -1.17648 3.74077
N: -1.96847 -3.18752 -7.04055
S: -1.53837 -1.74640 -7.23207
O: -0.07063 -1.44793 -7.40883
O: -2.44204 -0.75079 -6.74578
F: -1.97928 -1.71262 -8.82389
S: -1.07486 -3.41919 -5.61416
O: -1.00844 -2.42382 -4.53018
O: 0.19065 -4.06567 -5.91239
F: -1.91962 -4.65491 -5.04392
N: -4.48270 -3.30853 -2.85421
O: -4.53961 -2.55003 -1.91877
O: -3.82075 -4.34422 -2.71959
O: -4.93867 -3.01289 -3.97399
N: -6.75738 -0.81618 1.30456
O: -6.39825 -0.41386 2.42130
O: -5.90222 -1.29155 0.62467
O: -7.88452 -0.54340 0.89216

Mulliken atomic charge list, values in e, 6 entries: C 0.04; C 0.46; O -0.47; H -0.59; H -0.20; H 0.37



[2]
This record from the OMol25 dataset describes a cluster of 2 separate species, C4H7NO2S in total at a distorted geometry. The level of theory is ωB97M-V/def2-TZVPD.

Calculated values
**Charge**: 0
**LUMO energy**: 0.58 eV
**Multiplicity**: 1
**Energy relative to the best compared isomer or geometry (same formula, charge and spin)**: 4.433 eV

Atoms and positions in Å:
C: -1.36108 -1.54835 -1.76775
C: 1.46585 0.00811 0.79259
C: 0.86364 1.26428 1.45112
C: -1.98193 -1.35517 -0.64468
N: 0.93723 0.27994 -0.52884
O: -0.67669 -1.75073 -2.69280
O: -1.20009 1.70100 -0.26572
S: 0.22530 1.84663 -0.25556
H: 2.44622 -0.27732 0.72175
H: 0.78734 -0.88625 1.16420
H: 0.08738 0.98032 2.14477
H: 1.56752 1.95161 1.81579
H: 1.43556 0.32872 -1.45914
H: -2.97354 -1.64901 -0.71555
H: -1.62271 -0.89379 0.23982

Mulliken atomic charge list, values in e, 6 entries: C 0.91; C -0.57; C -0.50; C -0.95; N -0.33; O -0.41



[3]
This record from the OMol25 dataset describes a cluster of 2 separate species, C5H14IN2 in total at a distorted geometry. The level of theory is ωB97M-V/def2-TZVPD.

Calculated values
**Charge**: +1
**LUMO energy**: -2.96 eV
**Multiplicity**: 1
**Energy relative to the best compared isomer or geometry (same formula, charge and spin)**: 0.806 eV

Atoms and positions in Å:
C: -1.70719 2.61283 0.23732
C: 1.22515 -1.51668 1.14593
C: 1.72552 -0.47187 -1.06391
C: -1.33970 1.20856 -0.34464
C: 0.69652 -1.12838 -0.17479
N: -0.18600 -1.93987 -0.62615
N: -0.23059 0.69258 0.46515
I: -3.00367 -0.21184 -0.15806
H: -1.90762 2.58329 1.40317
H: -2.70320 2.92128 -0.11685
H: -0.92735 3.27212 -0.18318
H: 1.88995 -0.81455 1.68013
H: 0.45916 -1.85797 1.88998
H: 1.92548 -2.33042 0.88117
H: 1.34033 -0.30774 -2.08996
H: 2.24768 0.43819 -0.68649
H: 2.38960 -1.32449 -1.39192
H: -0.98379 1.17384 -1.44116
H: -0.72171 -2.38950 0.07827
H: -0.36882 -2.25657 -1.54121
H: -0.36207 0.32736 1.41193
H: 0.54231 1.31984 0.62527

Mulliken atomic charge list, values in e, 6 entries: C -1.06; C -1.49; C -1.33; C -0.41; C 0.87; N -0.16



[4]
This record from the OMol25 dataset describes a cluster of 5 separate species, C26H57B2N3O7Si in total at a distorted geometry. The level of theory is ωB97M-V/def2-TZVPD.

Calculated values
**Charge**: 0
**LUMO energy**: -0.18 eV
**SMILES string**: CCCCCCCCC[Si](OC#N)(B(N)O)B(N)O.C1CCOC1.C1CCOC1.C1CCOC1.C1CCOC1
**Multiplicity**: 1

Atoms and positions in Å:
C: -4.08596 5.76298 5.06720
C: -3.77398 5.38030 3.47884
C: -4.03991 3.74471 3.25328
C: -3.10547 3.31207 1.96653
C: -3.35849 1.73019 1.48579
C: -2.21661 1.47465 0.29083
C: -0.83716 0.84718 0.91509
C: 0.54374 1.50301 0.23820
C: 1.62422 1.98501 1.36855
Si: 1.36547 3.74977 2.07559
O: 2.97605 4.53282 2.12452
C: 2.68901 5.82660 2.82529
N: 2.40602 7.03604 3.23553
B: 0.22580 4.91142 1.05079
N: 0.00872 4.90955 -0.44926
O: -0.50911 5.97676 1.82026
B: 0.75563 3.58715 3.89967
N: 1.70811 2.94765 4.90971
O: -0.55576 4.05910 4.42939
H: -4.24436 6.91842 5.18761
H: -5.05021 5.14819 5.35342
H: -3.21995 5.42302 5.79781
H: -4.52565 6.03026 2.83616
H: -2.66804 5.69334 3.25557
H: -3.67197 3.19443 4.24379
H: -5.18932 3.63850 3.05937
H: -3.24025 4.04783 1.04205
H: -1.98594 3.33357 2.34853
H: -3.20057 0.98734 2.37833
H: -4.40028 1.61785 0.95659
H: -2.03450 2.53553 -0.18830
H: -2.70033 0.80947 -0.57122
H: -0.73693 0.91705 2.07877
H: -0.85693 -0.31795 0.65983
H: 1.04955 0.58689 -0.33705
H: 0.28861 2.29214 -0.58617
H: 2.73725 1.88382 1.01915
H: 1.50483 1.23075 2.28662
H: -0.41857 5.85174 -0.68400
H: -0.75843 4.22678 -0.72756
H: -1.39715 6.15738 1.38371
H: 2.08722 3.77004 5.45688
H: 2.53818 2.59572 4.36434
H: -1.07574 3.24533 4.76255
C: 5.56633 -0.19670 6.62087
C: 6.47764 0.91398 6.16628
C: 5.76846 1.41920 4.92876
O: 4.36587 1.20157 5.13486
C: 4.19948 0.35643 6.28173
H: 5.67386 -0.44816 7.67902
H: 5.76047 -1.10075 6.03153
H: 6.50895 1.70274 6.92716
H: 7.50220 0.58906 5.96819
H: 6.06746 0.85306 4.04025
H: 5.95298 2.48143 4.74411
H: 3.80801 0.97389 7.09753
H: 3.47218 -0.42903 6.05861
C: -4.23035 -1.75448 -4.36782
C: -2.73636 -1.56120 -4.40470
C: -2.53277 -0.46881 -3.37762
O: -3.56901 -0.62061 -2.39768
C: -4.54020 -1.54819 -2.90129
H: -4.55677 -2.72906 -4.73947
H: -4.72005 -0.97705 -4.96627
H: -2.23547 -2.47989 -4.07729
H: -2.35146 -1.29524 -5.39244
H: -2.64047 0.52417 -3.82678
H: -1.55474 -0.52762 -2.89135
H: -4.43350 -2.48186 -2.33833
H: -5.54678 -1.15421 -2.73617
C: -0.37812 -6.53894 -3.27501
C: -1.53750 -6.60124 -2.31444
C: -2.28566 -5.32634 -2.63774
O: -2.05994 -5.05238 -4.02739
C: -1.01298 -5.91274 -4.49734
H: 0.07470 -7.51206 -3.48110
H: 0.39898 -5.87599 -2.87631
H: -2.16399 -7.47087 -2.54537
H: -1.23683 -6.66522 -1.26562
H: -1.89569 -4.47986 -2.06262
H: -3.35973 -5.41124 -2.44896
H: -1.46912 -6.67302 -5.14073
H: -0.29970 -5.33498 -5.09158
C: 2.55061 -4.47875 -7.18436
C: 4.00939 -4.56681 -6.81701
C: 4.00346 -5.64101 -5.75132
O: 2.92207 -6.53024 -6.06280
C: 2.10910 -5.92186 -7.07580
H: 2.37166 -4.05156 -8.17429
H: 2.01799 -3.86831 -6.44543
H: 4.59031 -4.90360 -7.68372
H: 4.43290 -3.62171 -6.46780
H: 3.81208 -5.21651 -4.76009
H: 4.94221 -6.20131 -5.71565
H: 2.28386 -6.46155 -8.01294
H: 1.05316 -6.01895 -6.80886

Mulliken atomic charge list, values in e, 6 entries: C -0.98; C -0.02; C -0.58; C 0.39; C -0.86; C 0.53



Gap between HOMO and LUMO for the records above, in order: 6.34 9.42 10.08 9.04 eV